No. 1
ORCA calculation (ωB97M-V/def2-TZVPD) on 2 unconnected molecules or ions with the total composition C6H10S2.

multiplicity	1
HOMO-LUMO gap	8.3118	eV
total charge	0

Geometry (Å):
S 1.25 1.25 1.94
S 2.04 -0.91 -1.40
C -1.03 -0.36 0.99
C 0.22 0.37 0.79
C -0.92 0.67 -1.17
C -0.98 -0.67 -0.56
C -0.02 1.45 -0.31
C 0.60 -0.96 -0.23
H -0.95 -1.31 1.57
H 2.96 -1.99 -0.18
H 2.02 0.18 2.72
H -1.98 0.90 -1.55
H -1.92 0.10 1.08
H 0.92 1.69 -0.60
H -1.96 -1.26 -1.13
H 0.67 -1.98 0.18
H -0.50 2.34 0.09
H -0.42 0.50 -2.22

=====

No. 2
ORCA calculation (ωB97M-V/def2-TZVPD) on 2 unconnected molecules or ions with the total composition C6H11BNO2.

multiplicity	1
HOMO-LUMO gap	9.4625	eV
total charge	+1

Geometry (Å):
O -0.69 -3.56 3.32
O -0.42 -1.11 2.94
N -0.87 0.97 1.40
C 0.57 -1.18 -1.35
C 0.45 1.10 -2.11
C 0.06 -0.72 -0.09
C 0.82 -0.14 -2.38
C -0.17 1.69 -0.89
C -0.26 0.55 0.06
B -0.59 -2.29 3.18
H 1.35 -0.48 -3.32
H 0.21 2.66 -0.53
H -0.14 -1.79 -1.82
H -0.40 1.86 1.54
H -1.84 1.17 1.39
H 1.44 -1.85 -1.17
H 0.67 1.80 -2.95
H 0.04 -1.54 0.69
H -1.41 -4.03 2.92
H -0.64 0.27 2.13
H -1.26 1.99 -1.24

=====

No. 3
ORCA calculation (ωB97M-V/def2-TZVPD) on a gas-phase ion, C6H11BNO2S (charge +1).

SMILES	[NH3+][C@H]1C=CC=C[C@]1(S)B(O)O
multiplicity	1
HOMO-LUMO gap	9.1684	eV
total charge	+1

Geometry (Å):
S -0.58 0.42 -2.03
O -2.69 -0.76 0.21
O -2.77 1.56 0.68
N -0.07 -1.93 -0.18
C 2.38 0.76 -0.02
C 1.86 -0.46 0.05
C -0.47 0.54 -0.12
C 0.38 -0.61 0.49
C 0.17 1.82 0.23
C 1.51 1.92 0.35
B -2.13 0.49 0.27
H 0.52 -2.62 0.31
H -3.51 -0.76 0.77
H 2.36 -1.37 -0.24
H 0.32 -0.65 1.61
H -1.13 -2.03 -0.12
H 0.24 -1.81 -1.11
H 0.64 0.99 -2.19
H 1.89 2.90 0.77
H -3.66 1.71 0.73
H -0.58 2.50 0.20
H 3.45 1.05 -0.43

=====

No. 4
ORCA calculation (ωB97M-V/def2-TZVPD) on 2 unconnected molecules or ions with the total composition C6H11BO2S.

SMILES	CC1=C(B(O)O)S1.C=CC
multiplicity	1
HOMO-LUMO gap	8.1797	eV
total charge	0

Geometry (Å):
S 0.80 -1.97 1.19
O 2.14 0.14 3.64
O 2.67 1.71 1.95
C -1.76 1.13 -0.39
C 1.22 -0.66 0.03
C -2.27 0.55 -1.47
C 1.27 -0.18 1.22
C 1.39 -0.51 -1.42
C -2.82 -0.90 -1.50
B 2.03 0.58 2.33
H 1.60 -0.55 3.83
H 0.60 0.02 -1.75
H 1.63 -1.45 -1.95
H -3.63 -1.10 -0.76
H 2.29 0.04 -1.60
H -3.19 -1.24 -2.52
H -1.35 2.14 -0.36
H 3.13 2.18 2.70
H -1.39 0.39 0.49
H -2.47 1.11 -2.43
H -1.90 -1.44 -1.24

=====

No. 5
ORCA calculation (ωB97M-V/def2-TZVPD) on a molecular structure, C6H11BeClF3O2Rh.

<S²>	6.0094
multiplicity	5
HOMO-LUMO gap (spin up / spin down)	6.1102 / 6.8634	eV
total charge	-2

Geometry (Å):
Rh -1.68 0.66 0.98
Cl -2.78 2.57 1.62
F 2.17 0.10 4.05
F 0.95 1.84 4.49
F 2.55 2.00 3.08
O -0.28 -0.15 2.56
O 0.56 1.31 1.22
C -0.41 -1.04 -3.08
C 0.60 0.72 2.30
C 0.60 -1.97 -0.32
C -2.54 -0.27 -0.50
C 1.59 0.54 -1.68
C 1.58 1.17 3.50
Be 0.38 -0.65 -1.58
H 1.53 1.20 -2.55
H -0.55 -2.13 -3.00
H 1.03 -1.75 0.72
H -1.34 -0.59 -3.43
H 0.39 -0.89 -3.83
H 2.47 -0.13 -1.84
H 1.81 1.15 -0.78
H -2.43 0.20 -1.48
H -3.49 -0.08 -0.06
H -0.45 -2.43 0.08
H -2.28 -1.39 -0.49

=====

No. 6
ORCA calculation (ωB97M-V/def2-TZVPD) on a gas-phase ion, C6H11BrNS (charge +1).

multiplicity	1
HOMO-LUMO gap (spin up / spin down)	6.7090 / 6.7294	eV
total charge	+1

Geometry (Å):
Br -2.84 -1.17 0.25
S -3.00 1.99 -0.41
N -0.56 0.25 -0.62
C -0.49 1.10 0.43
C 0.48 -0.76 -1.05
C 0.73 1.36 1.20
C 0.98 -1.78 -0.02
C -1.57 1.98 0.58
C -3.23 0.32 -0.76
H 0.11 -1.20 -1.87
H -1.66 2.73 1.22
H 1.58 0.66 1.02
H 0.93 2.37 1.16
H 1.79 -2.36 -0.36
H 1.17 -1.46 0.93
H -3.66 -0.06 -1.66
H 0.48 1.14 2.24
H -1.12 0.58 -1.40
H 1.47 -0.33 -1.33
H 0.13 -2.46 0.05

=====

No. 7
ORCA calculation (ωB97M-V/def2-TZVPD) on 2 unconnected molecules or ions with the total composition C6H11BrO3.

SMILES	O=C1O[C@H]1CCCCBr.O
multiplicity	1
HOMO-LUMO gap	10.9406	eV
total charge	0

Geometry (Å):
Br 0.05 -2.90 -0.15
O -1.53 1.54 -1.99
O -2.60 0.66 0.48
O 0.65 1.12 -2.82
C 0.49 0.04 -1.76
C -0.48 1.10 -2.17
C 1.34 0.41 -0.59
C 0.84 0.67 0.81
C -0.50 -1.56 1.23
C 0.65 -0.65 1.65
H 0.58 -0.26 2.59
H -2.78 1.57 0.29
H 1.82 1.28 -1.03
H -2.05 0.33 -0.18
H 1.52 1.32 1.24
H -1.38 -1.21 0.69
H 0.48 -0.90 -2.13
H 1.69 -1.23 1.67
H 2.15 -0.19 -0.43
H -0.04 1.19 0.71
H -0.90 -2.30 1.89

=====

No. 8
ORCA calculation (ωB97M-V/def2-TZVPD) on 2 unconnected molecules or ions with the total composition C6H11BrO5.

multiplicity	1
HOMO-LUMO gap	8.7172	eV
total charge	0

Geometry (Å):
Br 2.54 -0.62 -2.19
O 2.74 0.20 -0.72
O 0.36 -1.84 1.02
O 0.20 0.58 -1.55
O -3.09 -0.91 -0.83
O -0.56 1.57 1.27
C -2.08 -0.25 -1.47
C 0.45 0.64 0.85
C 0.81 1.13 -0.55
C -0.36 -0.68 0.52
C -0.59 -0.54 -1.01
C 1.49 0.58 1.94
H -2.01 -0.44 -2.69
H -0.36 1.75 2.24
H 1.74 1.51 2.41
H 2.51 0.10 1.52
H -3.24 -1.66 -1.38
H 1.19 -0.01 2.81
H -1.36 -0.65 1.08
H 1.13 2.15 -0.71
H 1.16 -1.97 0.44
H -0.38 -1.55 -1.51
H -2.29 0.91 -1.49

=====

No. 9
ORCA calculation (ωB97M-V/def2-TZVPD) on a molecular structure, C6H11BrP.

multiplicity	1
HOMO-LUMO gap	10.3270	eV
total charge	+1

Geometry (Å):
Br -0.08 2.47 0.81
P -0.93 0.81 -0.26
C 0.10 0.70 -1.71
C -0.35 -0.40 0.95
C -2.75 0.89 -0.59
C 1.38 -0.38 -0.79
C 2.20 -1.36 1.37
C 1.12 -0.65 0.48
H -3.39 1.19 0.27
H -2.86 1.51 -1.47
H -0.43 -0.03 1.98
H 2.97 -1.75 0.79
H 1.76 -2.06 1.95
H -0.44 0.21 -2.58
H 2.26 -0.54 -1.34
H -0.82 -1.32 0.87
H 0.73 1.46 -1.94
H 2.63 -0.62 1.93
H -3.12 -0.13 -0.71

=====

No. 10
ORCA calculation (ωB97M-V/def2-TZVPD) on 2 unconnected molecules or ions with the total composition C6H11Cl.

multiplicity	1
HOMO-LUMO gap	9.2850	eV
total charge	0

Geometry (Å):
Cl 1.41 2.02 0.37
C -1.44 0.81 -0.07
C -2.41 0.49 0.99
C -1.52 1.20 -1.31
C 0.67 0.47 0.63
C 2.73 -0.80 -0.05
C 1.22 -0.64 -0.22
H -2.87 1.41 1.37
H 2.98 -0.95 1.00
H -0.66 1.36 -1.93
H 3.09 -1.65 -0.62
H 0.53 0.28 1.68
H 1.00 -0.45 -1.27
H -3.19 -0.15 0.60
H 3.24 0.10 -0.39
H 0.71 -1.56 0.07
H -2.48 1.39 -1.78
H -1.93 -0.01 1.83

=====

Across the entries above, ΔE to the lowest compared entry with this formula, charge and spin takes the values 5.187 0.635 1.182 0.735 0.138 0.388 3.521 3.398 0.000 2.571 eV, respectively.
Across the entries above, largest force on an atom takes the values 5.97 3.90 3.57 4.40 3.35 5.32 6.01 5.48 6.19 4.23 eV/A, respectively.
Across the entries above, electronic energy takes the values -28049.1532 -12656.4072 -23491.8495 -22006.2431 -34576.3962 -88758.1557 -82582.5987 -86675.0989 -85723.5296 -18919.9897 eV, respectively.